Formula: C40H34N6O6S4Ta
Source: the Open Molecules 2025 dataset
Level of theory: wB97M-V/def2-TZVPD

## Properties
LUMO level	-8.8	eV
E	-108133.888	eV
Kohn-Sham gap	0.214	Eh

```
! RIJCOSX wB97M-V def2-TZVPD def2/J DEFGRID3
* xyz 3 1
Ta -0.648 0.236 0.183
S 6.302 -0.821 -1.471
C 6.658 -0.380 -3.077
C 5.603 0.232 -3.686
C 4.488 0.361 -2.817
C 4.730 -0.157 -1.573
C 3.831 -0.115 -0.411
C 2.442 -0.016 -0.628
N 1.571 0.100 0.366
C 2.029 0.099 1.649
C 3.375 -0.024 1.962
C 3.769 0.007 3.350
C 2.854 0.166 4.327
C 1.452 0.297 4.013
C 0.444 0.464 4.975
C -0.883 0.575 4.607
C -1.177 0.497 3.238
N -0.240 0.337 2.310
C 1.064 0.254 2.681
C -1.963 0.770 5.582
C -1.848 0.850 6.941
C -3.096 1.048 7.591
C -4.130 1.112 6.710
S -3.599 0.947 5.097
C 4.277 -0.135 0.892
H 7.627 -0.604 -3.494
H 5.634 0.598 -4.701
H 3.571 0.864 -3.097
H 2.041 -0.032 -1.632
H 4.820 -0.090 3.592
H 3.156 0.195 5.366
H 0.726 0.510 6.020
H -2.192 0.583 2.882
H -0.914 0.773 7.479
H -3.214 1.138 8.660
H -5.177 1.258 6.924
H 5.337 -0.201 1.110
C 0.114 5.827 1.383
N 0.158 4.590 0.568
C 0.513 4.670 -0.729
C 0.558 3.601 -1.581
C 0.209 2.389 -0.992
O 0.093 1.213 -1.548
N -0.096 2.290 0.315
C -0.226 3.379 1.173
O -0.571 3.292 2.320
H 1.066 6.341 1.280
H -0.045 5.544 2.416
H -0.703 6.457 1.040
H 0.761 5.669 -1.065
H 0.819 3.694 -2.622
S -2.692 1.602 -0.006
C -4.025 0.501 -0.356
N -4.174 0.109 -1.642
C -5.204 -0.634 -2.090
C -6.175 -1.040 -1.208
C -6.055 -0.666 0.128
C -4.981 0.102 0.557
H -3.462 0.387 -2.313
H -5.197 -0.860 -3.147
H -7.011 -1.623 -1.565
H -6.813 -0.970 0.839
H -4.890 0.416 1.587
C 3.665 -2.408 -5.579
C 2.396 -2.212 -4.808
C 1.529 -1.153 -5.093
C 0.327 -1.010 -4.427
C -0.004 -1.952 -3.446
C 0.856 -2.999 -3.113
C 2.045 -3.117 -3.806
S -1.513 -1.728 -2.660
O -2.472 -1.201 -3.580
O -1.365 -0.851 -1.465
N -1.911 -3.159 -2.038
C -2.742 -3.344 -0.820
C -1.935 -3.448 0.480
C -1.364 -2.117 0.785
O -0.140 -1.835 0.610
O -2.115 -1.103 1.011
H 3.813 -1.628 -6.323
H 3.647 -3.370 -6.094
H 4.527 -2.412 -4.910
H 1.782 -0.455 -5.882
H -0.354 -0.213 -4.692
H 0.591 -3.721 -2.354
H 2.705 -3.946 -3.583
H -2.166 -3.784 -2.799
H -3.244 -4.296 -0.980
H -3.514 -2.577 -0.750
H -1.131 -4.174 0.372
H -2.601 -3.766 1.284
*
```



Formula: C40H35AsN2O2PTl
Source: the Open Molecules 2025 dataset
Level of theory: wB97M-V/def2-TZVPD

## Properties
LUMO level (alpha / beta)	4.1 / 4.1	eV
E	-123936.521	eV
Kohn-Sham gap (alpha / beta)	0.061 / 0.150	Eh

```
! RIJCOSX wB97M-V def2-TZVPD def2/J DEFGRID3
* xyz -2 1
Tl 0.000 0.000 0.000
O 1.973 -0.129 -0.085
C 2.671 0.912 -0.331
C 4.078 0.902 -0.220
C 4.890 2.009 -0.508
C 4.317 3.198 -0.937
C 2.934 3.269 -1.065
C 2.133 2.153 -0.751
C 0.674 2.360 -0.886
N -0.170 1.952 0.000
N -1.486 2.299 -0.323
C -2.250 1.243 -0.285
O -1.985 0.041 -0.085
C -3.743 1.438 -0.494
C -4.252 2.748 -0.452
C -5.618 3.002 -0.615
C -6.504 1.946 -0.824
C -6.023 0.639 -0.875
C -4.655 0.389 -0.713
H 4.550 -0.024 0.109
H 5.964 1.923 -0.390
H 4.934 4.060 -1.156
H 2.463 4.195 -1.377
H 0.339 2.935 -1.766
H -3.567 3.573 -0.275
H -5.979 4.024 -0.568
H -7.564 2.140 -0.944
H -6.699 -0.194 -1.033
H -4.285 -0.633 -0.748
C -1.115 0.756 3.856
C -1.154 -0.027 5.177
As -2.184 0.966 6.544
C -1.655 -0.053 8.136
C -1.201 -1.380 8.055
C -0.831 -2.070 9.214
C -0.914 -1.443 10.460
C -1.369 -0.125 10.548
C -1.739 0.567 9.391
C -0.833 2.371 6.755
C 0.502 2.069 7.070
C 1.444 3.094 7.195
C 1.060 4.424 7.008
C -0.269 4.730 6.698
C -1.213 3.706 6.572
P 0.000 0.000 2.529
C -0.577 -1.768 2.563
C -1.953 -2.055 2.618
C -2.406 -3.377 2.601
C -1.491 -4.428 2.515
C -0.123 -4.155 2.432
C 0.332 -2.832 2.443
C 1.538 0.112 3.572
C 2.013 -0.912 4.414
C 3.170 -0.718 5.176
C 3.864 0.493 5.106
C 3.400 1.514 4.276
C 2.244 1.325 3.517
H -0.737 1.783 4.043
H -2.148 0.849 3.464
H -0.142 -0.176 5.578
H -1.622 -1.018 5.026
H -1.130 -1.891 7.107
H -0.481 -3.092 9.146
H -0.627 -1.978 11.355
H -1.434 0.361 11.513
H -2.090 1.588 9.469
H 0.820 1.046 7.221
H 2.473 2.856 7.435
H 1.790 5.217 7.103
H -0.566 5.760 6.553
H -2.238 3.950 6.328
H -2.682 -1.259 2.670
H -3.467 -3.586 2.648
H -1.843 -5.451 2.500
H 0.584 -4.970 2.350
H 1.393 -2.644 2.354
H 1.491 -1.848 4.512
H 3.527 -1.504 5.827
H 4.758 0.641 5.698
H 3.934 2.455 4.225
H 1.895 2.130 2.882
H 0.000 -1.862 0.000
*
```